(1)
ORCA calculation (ωB97M-V with the def2-TZVPD basis set) on one molecule with the formula C3HNO.

The value obtained for the orbital gap is 10.5 eV. Its molar mass is 67.0 g/mol. The calculation puts the HOMO energy at -10.565 eV.

```
! wB97M-V def2-TZVPD RIJCOSX def2/J DEFGRID3
* xyz 0 1
C -0.9205 -0.6306 -0.0575
C 0.4624 -0.1926 -0.0029
C 0.5067 1.0753 0.7703
N -2.0120 -0.8207 -0.2708
O 0.5321 1.1963 -0.4816
H 1.4313 -0.6277 0.0427
*
```

***

(2)
ORCA calculation (ωB97M-V with the def2-TZVPD basis set) on C3HNO as an isolated structure.

The value obtained for the orbital gap is 9.2 eV. Its molar mass is 67.0 g/mol. The calculation puts the HOMO energy at -9.966 eV.

```
! wB97M-V def2-TZVPD RIJCOSX def2/J DEFGRID3
* xyz 0 1
C -0.4437 -0.0228 -0.0031
C -1.4151 1.0179 -0.0027
C -1.4272 -0.8979 0.0030
N -2.5193 1.3370 0.0020
O -2.5346 -1.2079 -0.0014
H 0.6167 -0.0283 0.0002
*
```

***

Taking the records one at a time from the top gives ΔE to the lowest compared entry with this formula, charge and spin values of 283.7 139.2 kJ/mol.